No. 1
Density functional theory data (wB97M-V/def2-TZVPD) for a cluster of 10 separate species, C59H77ClN9O3P in total in a non-equilibrium geometry.

Last columns: bonded neighbours and bond lengths (Å).
Cartesian coordinates (Å):
1 C 6.8459 1.0701 -1.4759  N66 1.368, H81 1.078, C139 1.370
2 H -5.9396 -0.7346 -4.0657  C27 1.089
3 C 11.1398 6.1006 1.1387  C39 1.368, H42 1.077, C115 1.424
4 H 3.5839 -2.3391 4.4828  C75 1.092
5 C -5.8457 -0.0066 -2.0613  H21 1.087, C27 1.548, H86 1.089, H127 1.083
6 H 0.4157 -3.4732 1.2829  C102 1.090
7 C -2.8790 -3.4281 -1.8249  H20 1.089, C99 1.551, H117 1.089, C135 1.546
8 N -11.5368 -2.4789 -3.6827  H97 1.011, C116 1.366, C144 1.366
9 H 9.2022 6.5752 -1.3336  N77 1.003
10 H -12.6448 -1.5793 -6.6082  C23 1.077
11 C -4.2178 2.2053 -4.9707  H44 1.077, C105 1.422, C109 1.369
12 C -0.4092 -2.0468 2.7469  C31 1.527, H91 1.091, C102 1.530, H122 1.093
13 P 3.3953 -1.8252 -1.2089  Cl24 2.090, C90 1.813, O138 1.639
14 H 9.2132 3.0110 -2.5707  C45 1.076
15 H -7.8549 -3.0420 3.1327  C78 1.076
16 C 6.9333 0.4184 7.0042  H62 1.077, N126 1.369, C137 1.368
17 H -11.5181 -1.4333 -0.5614  C68 1.078
18 H -6.8144 -1.7329 -2.9547  C27 1.088
19 H 2.2250 -1.3008 4.7055  C75 1.080
20 H -1.9247 -2.9064 -1.7695  C7 1.089
21 H -6.0651 0.9190 -2.5882  C5 1.087
22 H 9.7621 1.8818 -0.1738  C59 1.077
23 C -12.3168 -2.0908 -5.7187  H10 1.077, C116 1.371, C141 1.421
24 Cl 1.3872 -1.4229 -1.6282  P13 2.090
25 H -5.7891 3.6469 -5.6594  C105 1.077
26 C 4.1498 0.8822 1.7899  C64 1.394, C133 1.408, C134 1.492
27 C -5.8854 -1.1782 -3.0725  H2 1.089, C5 1.548, H18 1.088, C71 1.534
28 H 8.1395 4.9861 0.2862  C132 1.077
29 H -4.7828 -2.8058 -1.0025  C99 1.093
30 H -0.5162 -2.1606 0.6203  C102 1.092
31 C 0.2637 -2.7396 3.9295  C12 1.527, C50 1.535, H67 1.091, H149 1.090
32 H 13.2419 4.3180 -5.5278  C35 1.077
33 H -3.6668 4.1692 2.3853  C57 1.077
34 H -3.7987 -4.4855 -0.1568  C135 1.089
35 C 12.2749 4.6039 -5.1499  H32 1.077, C43 1.369, C112 1.422
36 H 6.9543 2.1893 -3.2622  N66 1.003
37 H -5.0540 0.2134 2.4167  N107 1.009
38 H -8.5745 -4.5998 -0.3014  C114 1.077
39 C 10.8851 6.7041 -0.0618  C3 1.368, N77 1.371, H129 1.076
40 H -1.4525 -5.6826 0.3353  C104 1.090
41 H 11.1432 5.2664 -6.9675  C112 1.077
42 H 12.0329 6.2258 1.7274  C3 1.077
43 C 11.8823 4.5517 -3.8399  C35 1.369, H54 1.076, N55 1.368
44 H -3.9278 2.5707 -3.9996  C11 1.077
45 C 8.6220 2.3380 -1.9750  H14 1.076, C59 1.368, N66 1.369
46 H -11.7070 -0.4556 -4.3292  C116 1.077
47 C -10.4276 -3.3632 -0.2205  C68 1.423, H108 1.077, C114 1.368
48 C -5.9311 1.9325 1.5486  C53 1.371, H82 1.077, N107 1.366
49 H -11.6184 -4.6065 -3.6858  C144 1.077
50 C 1.7338 -3.1057 3.6823  C31 1.535, H51 1.090, H74 1.083, C75 1.537
51 H 1.9805 -3.9252 4.3567  C50 1.090
52 C -3.9909 2.0264 2.6494  C57 1.371, H61 1.077, N107 1.366
53 C -5.5096 3.2364 1.5171  C48 1.371, C57 1.421, H89 1.077
54 H 12.4061 4.2372 -2.9536  C43 1.076
55 N 10.5907 4.9980 -3.7731  C43 1.368, H58 1.004, C125 1.370
56 O 3.4424 0.4321 5.2861  C150 1.208
57 C -4.2747 3.2960 2.2176  H33 1.077, C52 1.371, C53 1.421
58 H 10.0511 5.0714 -2.9301  N55 1.004
59 C 8.8719 1.7487 -0.7656  H22 1.077, C45 1.368, C139 1.421
60 C -5.9598 -2.6032 4.2252  C69 1.422, C78 1.370, H147 1.077
61 H -3.1575 1.6400 3.2114  C52 1.077
62 H 6.0983 0.1672 6.3718  C16 1.077
63 C -9.3951 -1.5435 -1.0557  C68 1.371, H88 1.077, N140 1.367
64 C 4.0693 0.3384 0.5092  C26 1.394, C90 1.392, H106 1.076
65 H -4.1589 0.2458 -7.4721  N113 1.003
66 N 7.3909 1.9166 -2.4017  C1 1.368, H36 1.003, C45 1.369
67 H 0.2422 -2.0633 4.7850  C31 1.091
68 C -10.6055 -2.0052 -0.6079  H17 1.078, C47 1.423, C63 1.371
69 C -4.7161 -2.1553 3.7023  C60 1.422, C93 1.370, H136 1.078
70 H -3.8981 -1.7660 -3.7470  C71 1.090
71 C -4.6731 -2.1183 -3.0669  C27 1.534, H70 1.090, C99 1.522, H103 1.093
72 H -4.1795 -1.7172 1.5789  C93 1.077
73 O 4.8101 2.9571 0.9099  C134 1.204
74 H 1.8352 -3.5178 2.6857  C50 1.083
75 C 2.6980 -1.9460 3.9800  H4 1.092, H19 1.080, C50 1.537, C121 1.514
76 C 3.1367 -1.6631 1.4939  C90 1.397, H120 1.080, C121 1.405
77 N 9.6486 6.2875 -0.4830  H9 1.003, C39 1.371, C132 1.370
78 C -6.8241 -2.7338 3.1709  H15 1.076, C60 1.370, N143 1.367
79 H -1.7591 -4.4201 2.2122  C80 1.089
80 C -1.7011 -3.7614 1.3469  H79 1.089, C102 1.527, C104 1.547, H123 1.085
81 H 5.8716 0.6309 -1.6182  C1 1.078
82 H -6.8101 1.4629 1.1402  C48 1.077
83 H -3.0007 -5.5056 -1.3131  C135 1.091
84 C 8.9590 1.2330 7.4958  C111 1.369, N126 1.369, H148 1.076
85 H 4.2837 -1.0982 -2.9985  O138 0.965
86 H -6.6406 -0.1146 -1.3246  C5 1.089
87 H 9.1543 5.7060 -5.1856  C125 1.077
88 H -9.1014 -0.5811 -1.4389  C63 1.077
89 H -6.0276 4.0552 1.0464  C53 1.077
90 C 3.5583 -0.9483 0.3695  P13 1.813, C64 1.392, C76 1.397
91 H 0.0670 -1.0865 2.5410  C12 1.091
92 H 8.8847 0.7850 9.6283  C111 1.077
93 C -4.8686 -2.0275 2.3465  C69 1.370, H72 1.077, N143 1.369
94 H -7.5302 -2.5155 -1.2250  N140 1.005
95 H 7.6060 0.3425 0.4353  C139 1.078
96 H 6.4260 -0.2041 9.0309  C137 1.077
97 H -11.1687 -2.3286 -2.7534  N8 1.011
98 H -6.5438 -2.3863 1.1085  N143 1.004
99 C -4.0482 -2.4151 -1.7110  C7 1.551, H29 1.093, C71 1.522, H124 1.090
100 C 5.0703 2.7658 3.2193  C128 1.332, C134 1.468, H146 1.079
101 H 8.1889 1.2625 5.5298  N126 1.003
102 C -0.4711 -2.8635 1.4543  H6 1.090, C12 1.530, H30 1.092, C80 1.527
103 H -5.0050 -3.0791 -3.4689  C71 1.093
104 C -1.6310 -4.6395 0.0757  H40 1.090, C80 1.547, H119 1.091, C135 1.532
105 C -5.1923 2.7687 -5.8391  C11 1.422, H25 1.077, C110 1.369
106 H 4.4011 0.9007 -0.3456  C64 1.076
107 N -5.0024 1.2055 2.2387  H37 1.009, C48 1.366, C52 1.366
108 H -11.1775 -4.0270 0.1752  C47 1.077
109 C -3.7065 1.0982 -5.5938  C11 1.369, N113 1.369, H142 1.077
110 C -5.2396 1.9855 -6.9610  C105 1.369, N113 1.368, H130 1.076
111 C 8.4144 0.7617 8.6598  C84 1.369, H92 1.077, C137 1.422
112 C 11.1760 5.1002 -5.9039  C35 1.422, H41 1.077, C125 1.368
113 N -4.3343 0.9720 -6.8033  H65 1.003, C109 1.369, C110 1.368
114 C -9.1169 -3.6817 -0.4504  H38 1.077, C47 1.368, N140 1.370
115 C 10.0131 5.2901 1.4556  C3 1.424, H118 1.077, C132 1.368
116 C -11.8468 -1.4941 -4.5775  N8 1.366, C23 1.371, H46 1.077
117 H -2.9359 -3.8660 -2.8208  C7 1.089
118 H 9.8826 4.6779 2.3319  C115 1.077
119 H -0.7882 -4.3391 -0.5477  C104 1.091
120 H 2.7642 -2.6667 1.3502  C76 1.080
121 C 3.1798 -1.1355 2.7949  C75 1.514, C76 1.405, C133 1.421
122 H -1.4391 -1.8160 3.0323  C12 1.093
123 H -2.5997 -3.1604 1.2584  C80 1.085
124 H -3.6417 -1.5050 -1.2708  C99 1.090
125 C 10.1517 5.3329 -5.0267  N55 1.370, H87 1.077, C112 1.368
126 N 8.0526 1.0190 6.4930  C16 1.369, C84 1.369, H101 1.003
127 H -4.8898 0.1131 -1.5660  C5 1.083
128 C 4.7042 2.0838 4.3028  C100 1.332, H131 1.080, C150 1.478
129 H 11.4707 7.3897 -0.6498  C39 1.076
130 H -5.8365 2.0625 -7.8532  C110 1.076
131 H 4.9827 2.4569 5.2775  C128 1.080
132 C 9.1109 5.4258 0.4369  H28 1.077, N77 1.370, C115 1.368
133 C 3.7274 0.1693 2.9288  C26 1.408, C121 1.421, C150 1.492
134 C 4.6944 2.2681 1.8908  C26 1.492, O73 1.204, C100 1.468
135 C -2.9042 -4.5619 -0.7737  C7 1.546, H34 1.089, H83 1.091, C104 1.532
136 H -3.8156 -1.9505 4.2576  C69 1.078
137 C 7.1275 0.2436 8.3475  C16 1.368, H96 1.077, C111 1.422
138 O 4.1758 -0.7102 -2.1215  P13 1.639, H85 0.965
139 C 7.7434 0.9448 -0.4481  C1 1.370, C59 1.421, H95 1.078
140 N -8.4973 -2.5693 -0.9565  C63 1.367, H94 1.005, C114 1.370
141 C -12.2871 -3.4946 -5.5016  C23 1.421, C144 1.371, H145 1.077
142 H -2.9536 0.3945 -5.2820  C109 1.077
143 N -6.1525 -2.3836 2.0329  C78 1.367, C93 1.369, H98 1.004
144 C -11.8000 -3.6992 -4.2365  N8 1.366, H49 1.077, C141 1.371
145 H -12.5879 -4.2636 -6.1934  C141 1.077
146 H 5.6301 3.6851 3.2925  C100 1.079
147 H -6.1919 -2.8048 5.2571  C60 1.077
148 H 9.9082 1.6995 7.2961  C84 1.076
149 H -0.2972 -3.6278 4.2195  C31 1.090
150 C 3.9043 0.8422 4.2485  O56 1.208, C128 1.478, C133 1.492

## Properties
- frontier orbital gap (eV) = 6.65
- max |F| (eV Å⁻¹) = 1.1
- HOMO level (eV) = -8.078
- LUMO (eV) = -1.4
- net charge = 0
- structure (SMILES) = CCCCCCCCCCCCCc1cc(P(O)Cl)cc2c1C(=O)C=CC2=O.c1cc[nH]c1.c1cc[nH]c1.c1cc[nH]c1.c1cc[nH]c1.c1cc[nH]c1.c1cc[nH]c1.c1cc[nH]c1.c1cc[nH]c1.c1cc[nH]c1

---

No. 2
Density functional theory data (wB97M-V/def2-TZVPD) for a cluster of 10 separate species, C10H37N12O12 in total in a non-equilibrium geometry.

Last columns: bonded neighbours and bond lengths (Å).
Cartesian coordinates (Å):
1 H 1.2227 -2.3734 1.6724  N2 1.013
2 N 1.8820 -2.6485 2.3903  H1 1.013, H65 1.002, C66 1.362
3 O -6.0509 0.7307 -0.5246  C5 1.224
4 H -4.0886 1.8870 0.6002  N27 1.003
5 C -4.9271 0.2782 -0.3518  O3 1.224, N9 1.376, N27 1.357
6 H 1.1743 0.6819 -2.5947  O47 0.963
7 H -5.3892 -1.5966 -0.9736  N9 1.002
8 C 3.8322 -0.5984 -0.7918  H15 1.095, H22 1.087, H50 1.094, O69 1.421
9 N -4.6155 -1.0068 -0.7316  C5 1.376, H7 1.002, H19 1.007
10 C -2.0396 -4.1616 1.7847  H20 1.095, O29 1.423, H35 1.095, H57 1.085
11 O -1.3900 -0.5292 0.8747  C49 1.380, H62 0.978
12 H -1.7195 -4.1526 -1.5180  N28 1.001
13 H -0.1873 -1.0992 -3.7606  N48 1.003
14 H -1.9812 0.7982 4.1254  N21 1.002
15 H 4.4126 -0.7286 0.1276  C8 1.095
16 H -0.9428 1.4570 -1.3198  N33 1.014
17 H 0.2086 3.4676 -0.8086  N23 1.003
18 H 2.3232 -1.7830 -0.5624  O69 0.962
19 H -3.7675 -1.4589 -0.4323  N9 1.007
20 H -1.3297 -3.9455 2.5906  C10 1.095
21 N -1.6919 1.2178 3.2622  H14 1.002, H41 1.009, C42 1.360
22 H 4.5362 -0.3420 -1.5798  C8 1.087
23 N -0.6475 3.9473 -1.0141  H17 1.003, C40 1.376, H52 1.002
24 H 3.9448 5.1511 -0.0347  N38 1.001
25 H 2.8005 2.1094 -2.6350  C55 1.097
26 O -2.6591 3.9008 -2.0588  C40 1.218
27 N -3.9153 0.9722 0.2283  H4 1.003, C5 1.357, H58 1.007
28 N -1.2201 -3.3024 -1.6877  H12 1.001, H51 1.016, C60 1.372
29 O -2.7882 -3.0016 1.4388  C10 1.423, H59 0.960
30 O 3.3165 -4.1976 3.2171  C66 1.227
31 H 2.8483 2.0531 -4.3712  C55 1.091
32 O 0.3680 -1.6353 0.0632  C49 1.263
33 N -1.3236 2.0201 -2.0726  H16 1.014, C40 1.380, H70 1.009
34 O 0.3525 0.6000 0.0096  C49 1.240
35 H -2.6748 -4.9486 2.2036  C10 1.095
36 H -0.6614 4.0130 2.1129  N64 1.001
37 H -0.6712 2.4017 1.3812  N64 1.007
38 N 3.8620 4.9166 0.9350  H24 1.001, H45 1.002, C63 1.377
39 N 2.5364 3.1087 0.3671  H53 1.009, C63 1.367, H71 1.003
40 C -1.6333 3.3245 -1.7439  N23 1.376, O26 1.218, N33 1.380
41 H -1.5716 0.6066 2.4682  N21 1.009
42 C -1.4277 2.5520 3.2762  N21 1.360, O54 1.226, N64 1.367
43 H 3.5629 0.7116 -3.4310  C55 1.092
44 O 3.0485 3.5532 2.5438  C63 1.216
45 H 4.3349 5.4077 1.6687  N38 1.002
46 H 0.2959 -1.5245 -2.1468  N48 1.008
47 O 1.4980 0.7461 -3.4991  H6 0.963, C55 1.412
48 N -0.1835 -1.7561 -3.0025  H13 1.003, H46 1.008, C60 1.366
49 C -0.1328 -0.5016 0.3057  O11 1.380, O32 1.263, O34 1.240
50 H 3.0903 0.1937 -0.6574  C8 1.094
51 H -0.7762 -2.8014 -0.9235  N28 1.016
52 H -0.8956 4.8222 -0.5936  N23 1.002
53 H 2.0730 2.2467 0.6126  N39 1.009
54 O -1.6487 3.2516 4.2587  C42 1.226
55 C 2.7372 1.4232 -3.4879  H25 1.097, H31 1.091, H43 1.092, O47 1.412
56 H 1.7698 -4.2456 0.4367  N67 1.005
57 H -1.5231 -4.5412 0.9097  C10 1.085
58 H -2.9913 0.5740 0.2756  N27 1.007
59 H -3.5359 -2.9093 2.0344  O29 0.960
60 C -1.0838 -2.7814 -2.9494  N28 1.372, N48 1.366, O61 1.222
61 O -1.6813 -3.2061 -3.9268  C60 1.222
62 H -1.5088 -1.4982 0.9265  O11 0.978
63 C 3.1235 3.8364 1.3640  N38 1.377, N39 1.367, O44 1.216
64 N -0.9431 3.0527 2.0997  H36 1.001, H37 1.007, C42 1.367
65 H 1.9030 -2.0889 3.2217  N2 1.002
66 C 2.5331 -3.8441 2.3419  N2 1.362, O30 1.227, N67 1.358
67 N 2.2944 -4.5801 1.2258  H56 1.005, C66 1.358, H68 1.002
68 H 2.8191 -5.4231 1.0896  N67 1.002
69 O 3.1183 -1.7873 -1.1036  C8 1.421, H18 0.962
70 H -2.0763 1.5678 -2.5699  N33 1.009
71 H 2.4725 3.4164 -0.5853  N39 1.003

## Properties
- frontier orbital gap (eV) = 9.53
- max |F| (eV Å⁻¹) = 1.3
- HOMO level (eV) = -7.504
- LUMO (eV) = 2.0
- net charge = -1

---

Q: Among the records above, which one has the lowest LUMO?
A: C59H77ClN9O3P

---

Q: Look up the frontier orbital gap of the first one.
A: 6.65 eV

---

Q: Which of these has the highest frontier orbital gap?
A: C10H37N12O12

---

Q: Which of these has the highest LUMO?
A: C10H37N12O12